Entry 1:
ORCA calculation (ωB97M-V/def2-TZVPD) on 4 unconnected molecules or ions with the total composition C20H43BO11Si at a distorted geometry.

Each line ends with the Mulliken charge.
Element x y z (Å)
C (6.58304, -3.92735, -2.93948)  -0.967
Si (7.23856, -2.12105, -2.98393)  0.520
C (7.97975, -1.75765, -1.20571)  -1.033
C (8.70668, -2.09631, -4.28684)  -1.002
C (5.97585, -0.78993, -3.54997)  0.235
C (4.56324, -0.84651, -4.00728)  0.323
C (3.65146, -2.20245, -4.10307)  -0.543
B (2.65728, -2.20360, -2.77334)  0.487
O (3.26798, -1.65982, -1.50891)  -0.511
O (1.24377, -2.65855, -2.81329)  -0.565
C (4.13855, 0.72923, -4.35071)  0.393
O (2.95766, 1.23047, -4.72367)  -0.536
O (5.38317, 1.53577, -4.19965)  -0.264
C (6.46870, 0.77301, -3.56338)  0.298
O (7.63322, 1.13516, -3.01917)  -0.520
H (7.29766, -4.53346, -2.21753)  0.306
H (6.73176, -4.40899, -4.02169)  0.248
H (5.48294, -4.03404, -2.54124)  0.202
H (9.07766, -1.34976, -1.34149)  0.282
H (8.05853, -2.74212, -0.54914)  0.306
H (7.34072, -0.98370, -0.60453)  0.272
H (9.75710, -2.32062, -3.77833)  0.284
H (8.65215, -1.02328, -4.77423)  0.268
H (8.45172, -2.86619, -5.15629)  0.254
H (4.24231, -3.19841, -4.26289)  0.405
H (2.91593, -2.10886, -5.03892)  0.258
H (2.94877, -0.68999, -1.45279)  0.319
H (1.23823, -3.66052, -2.81764)  0.285
C (-1.36598, 1.43255, 0.85993)  -0.431
O (-0.30753, 0.62735, 0.35258)  -0.356
C (-0.51726, -0.76515, 0.60602)  -0.732
C (-0.99723, -1.49172, -0.65363)  -0.190
O (-2.31572, -1.07361, -1.02121)  -0.324
C (-2.30653, -0.16492, -2.11678)  -0.855
H (-1.24020, 2.44747, 0.47287)  0.235
H (-2.34650, 1.05947, 0.54470)  0.204
H (-1.31431, 1.46609, 1.95227)  0.153
H (-1.21778, -0.91187, 1.43683)  0.310
H (0.45015, -1.18277, 0.90498)  0.460
H (-1.05156, -2.56493, -0.44220)  0.356
H (-0.29420, -1.34800, -1.48279)  0.159
H (-2.05505, -0.69978, -3.03808)  0.270
H (-1.59911, 0.65347, -1.95941)  0.378
H (-3.30952, 0.25721, -2.22128)  0.282
C (-2.16024, 5.18520, 3.27829)  -0.839
O (-1.93174, 3.80674, 3.54982)  -0.239
C (-0.82360, 3.60518, 4.43225)  -0.427
C (-1.29731, 3.28708, 5.85331)  -0.601
O (-1.92921, 4.42203, 6.45410)  -0.376
C (-3.34807, 4.30832, 6.45910)  -0.697
H (-3.11920, 5.27818, 2.76113)  0.233
H (-2.20265, 5.77834, 4.19828)  0.358
H (-1.37167, 5.56904, 2.62422)  0.325
H (-0.15316, 4.47291, 4.42516)  0.364
H (-0.26403, 2.74554, 4.04814)  0.347
H (-0.42486, 3.04579, 6.46978)  0.388
H (-1.96438, 2.41681, 5.86019)  0.310
H (-3.65576, 3.55738, 7.19362)  0.326
H (-3.73742, 4.04230, 5.47290)  0.296
H (-3.76898, 5.27423, 6.75056)  0.243
C (-5.27361, -1.90319, -0.17690)  -0.280
O (-6.54458, -1.36408, -0.52341)  -0.371
C (-7.59512, -1.88373, 0.29733)  -0.520
C (-8.01896, -0.86943, 1.36343)  -0.488
O (-6.98223, -0.67124, 2.32998)  -0.395
C (-6.27757, 0.54780, 2.12138)  -0.695
H (-4.50413, -1.33292, -0.70453)  -0.103
H (-5.08235, -1.83176, 0.89935)  0.290
H (-5.21533, -2.94790, -0.49656)  0.345
H (-7.30171, -2.83647, 0.75415)  0.318
H (-8.44785, -2.07642, -0.36251)  0.399
H (-8.88499, -1.26687, 1.90330)  0.383
H (-8.31615, 0.08163, 0.90566)  0.312
H (-6.91178, 1.39396, 2.40407)  0.344
H (-5.95552, 0.65782, 1.08256)  0.304
H (-5.39183, 0.54646, 2.76213)  0.227

Highest occupied orbital energy (eV): -9.06
Largest force on an atom (eV Å⁻¹): 9.35
Total charge: 0
DFT total energy (eV): -52507.38817
SMILES string: C[Si](C)(C)C1=C(CB(O)O)C(=O)OC1=O.COCCOC.COCCOC.COCCOC

Entry 2:
ORCA calculation (ωB97M-V/def2-TZVPD) on C16H16Cl2N2O4 in the gas phase.

Each line ends with the natural charge from an NBO analysis.
Element x y z (Å)
C (-2.74360, -2.97861, 0.54021)  -0.389
C (-2.04372, -3.47761, -0.45885)  -0.200
C (-0.70360, -2.99724, -0.91014)  -0.108
O (-0.21967, -1.92427, -0.10866)  -0.519
C (0.99697, -1.46343, -0.46548)  0.788
O (1.60424, -1.94477, -1.40145)  -0.633
C (1.43635, -0.35264, 0.37292)  -0.270
C (2.63936, 0.25861, 0.23542)  0.348
C (3.71576, -0.12014, -0.72504)  -0.681
N (2.95873, 1.32475, 1.02945)  -0.622
C (2.17142, 1.82609, 2.05317)  0.794
O (2.52458, 2.77548, 2.71330)  -0.624
N (1.04733, 1.11526, 2.29196)  -0.613
C (0.44216, 0.14064, 1.40189)  -0.061
C (-0.81343, 0.73716, 0.77912)  -0.044
C (-2.03470, 0.45352, 1.37243)  -0.226
C (-3.20599, 0.98382, 0.86238)  -0.037
Cl (-4.71742, 0.58501, 1.58588)  0.019
C (-3.16934, 1.84906, -0.21651)  -0.239
C (-1.94614, 2.17339, -0.77815)  -0.089
Cl (-1.94106, 3.35853, -2.03656)  0.023
C (-0.74903, 1.61338, -0.31308)  0.332
O (0.47061, 1.96989, -0.81340)  -0.536
C (0.75009, 1.64047, -2.16689)  -0.255
H (-3.70675, -3.37461, 0.81028)  0.204
H (-2.37373, -2.15140, 1.11749)  0.196
H (-2.41270, -4.30860, -1.04494)  0.206
H (-0.75755, -2.66448, -1.95662)  0.203
H (0.02255, -3.82182, -0.87814)  0.205
H (3.43108, -0.99297, -1.30093)  0.281
H (4.63517, -0.32831, -0.17904)  0.228
H (3.90590, 0.70880, -1.40543)  0.225
H (3.83389, 1.80566, 0.87834)  0.420
H (0.44043, 1.50466, 2.99849)  0.413
H (0.12201, -0.71593, 2.01383)  0.218
H (-2.07180, -0.18786, 2.23955)  0.226
H (-4.07432, 2.28901, -0.60347)  0.244
H (0.94970, 0.56919, -2.26568)  0.183
H (-0.05875, 1.91979, -2.84172)  0.192
H (1.64501, 2.20255, -2.42593)  0.196

Highest occupied orbital energy (eV): -8.83
Largest force on an atom (eV Å⁻¹): 0.63
Total charge: 0
DFT total energy (eV): -53067.07897
SMILES string: C=CCOC(=O)C1=C(C)NC(=O)N[C@H]1c1cc(Cl)cc(Cl)c1OC

Entry 3:
ORCA calculation (ωB97M-V/def2-TZVPD) on a molecular structure, C37H27MnN2O4P2Te.

Each line ends with the Mulliken charge.
Element x y z (Å)
Mn (-0.76447, 0.07436, -0.10845)  -0.679
O (-0.11369, -6.41314, -2.06106)  -0.669
C (-1.04436, -5.71510, -2.48849)  -0.002
O (-1.96985, -5.93636, -3.28270)  -0.667
C (-1.05388, -4.30046, -1.91636)  0.711
C (-1.97827, -3.93819, -0.93055)  -0.762
C (-1.94910, -2.67382, -0.39470)  -0.370
N (-1.06881, -1.74778, -0.80370)  0.242
C (-0.17831, -2.08067, -1.76120)  0.409
C (-0.13595, -3.32822, -2.32975)  -0.363
C (0.80341, -0.98088, -2.09135)  0.232
O (1.64589, -1.09640, -2.94116)  -0.669
O (0.63670, 0.11128, -1.34986)  -0.571
H (-2.71085, -4.65681, -0.58962)  0.433
H (-2.63704, -2.36302, 0.38423)  0.375
H (0.61812, -3.54371, -3.07426)  0.575
Te (2.14128, 1.89949, 1.03131)  0.367
C (2.11677, 2.71114, 2.98636)  0.100
C (1.38844, 3.86680, 3.25077)  -0.098
C (1.24593, 4.27541, 4.56903)  -0.441
N (1.77472, 3.62734, 5.60540)  -0.637
C (2.49415, 2.54228, 5.33895)  -0.463
C (2.69480, 2.04305, 4.05670)  -0.162
C (0.13083, 1.30542, 1.30372)  -0.555
P (-0.33836, -0.19369, 2.10070)  1.919
C (1.10093, -1.18847, 2.52018)  0.274
C (1.57079, -1.28028, 3.82859)  -0.739
C (2.68643, -2.05541, 4.10540)  -0.737
C (3.32669, -2.74500, 3.08532)  -0.574
C (2.85352, -2.66711, 1.78321)  -0.785
C (1.74038, -1.89370, 1.50148)  -0.248
C (-1.25452, 0.06465, 3.63476)  0.797
C (-0.97394, 1.16290, 4.44549)  0.021
C (-1.67334, 1.34304, 5.62875)  -0.533
C (-2.64922, 0.42822, 6.00419)  -0.694
C (-2.92283, -0.67222, 5.20271)  -0.682
C (-2.22559, -0.85522, 4.01836)  -0.554
P (-1.13652, 2.15277, 0.43470)  0.639
C (-2.81555, 1.76350, 0.99107)  0.225
C (-3.36751, 1.95125, 2.25982)  0.001
C (-4.59271, 1.39057, 2.57083)  -0.756
C (-5.27479, 0.62436, 1.63097)  -0.549
C (-4.75206, 0.44787, 0.36116)  -0.833
C (-3.52980, 1.02471, 0.03360)  -0.474
C (-0.86192, 3.86973, 0.02971)  0.546
C (0.06630, 4.20854, -0.95245)  -0.256
C (0.30528, 5.54544, -1.22806)  -0.772
C (-0.38703, 6.53249, -0.54049)  -0.514
C (-1.33052, 6.19205, 0.42049)  -0.657
C (-1.57336, 4.85875, 0.70690)  -0.457
H (0.92600, 4.43474, 2.45288)  0.414
H (0.67513, 5.16737, 4.80587)  0.402
H (2.92445, 2.03308, 6.19497)  0.395
H (3.26576, 1.13652, 3.90857)  0.502
H (1.06947, -0.74966, 4.62754)  0.473
H (3.05043, -2.12741, 5.12186)  0.444
H (4.19086, -3.35654, 3.30836)  0.406
H (3.34137, -3.21678, 0.99004)  0.480
H (1.36615, -1.83989, 0.48764)  0.229
H (-0.21635, 1.87794, 4.14611)  0.000
H (-1.44906, 2.19474, 6.25823)  0.499
H (-3.19378, 0.56922, 6.92883)  0.390
H (-3.67854, -1.38706, 5.49998)  0.449
H (-2.44137, -1.71092, 3.38867)  0.443
H (-2.83116, 2.51876, 3.00886)  0.526
H (-5.01146, 1.53800, 3.55765)  0.454
H (-6.22393, 0.17329, 1.88833)  0.432
H (-5.29423, -0.12442, -0.37979)  0.480
H (-3.14457, 0.94412, -0.97881)  0.502
H (0.59212, 3.43296, -1.49535)  0.569
H (1.02750, 5.81489, -1.98675)  0.423
H (-0.19870, 7.57455, -0.76201)  0.401
H (-1.87767, 6.96418, 0.94465)  0.429
H (-2.31063, 4.58737, 1.45287)  0.315

Highest occupied orbital energy (spin up / spin down) (eV): -7.56 / -7.56
Largest force on an atom (eV Å⁻¹): 0.58
Total charge: 0
DFT total energy (eV): -107165.95469